The following is a DFT calculation (ωB97M-V/def2-TZVPD) of a structure of composition C29H56CrF6N3O15S3 in a non-equilibrium geometry.

- molecular weight (Da) = 948.96
- relative energy (zero: lowest compared OMol25 entry of this formula, charge and spin) (kcal/mol) = 0.0
- HOMO energy (spin up / spin down) (Ha) = -0.133 / -0.325
- multiplicity = 8
- <S²> = 15.771

Each line ends with the Mulliken charge.
Atoms and positions in Å:
Cr  -0.79  0.23  0.74  0.292
C  -2.35  -3.29  2.55  0.696
F  -1.03  -3.27  2.70  -0.271
F  -2.61  -4.00  1.44  -0.217
F  -2.92  -3.98  3.63  -0.284
S  -3.08  -1.48  2.57  0.560
O  -3.88  -1.29  1.35  -0.624
O  -3.91  -1.37  3.76  -0.582
N  -1.65  -0.44  2.36  -0.168
S  -1.79  0.56  3.65  0.629
O  -0.65  1.35  3.69  -0.561
O  -2.95  1.39  3.68  -0.713
C  -1.64  -0.62  5.25  0.488
F  -2.79  -0.58  5.94  -0.205
F  -1.48  -1.88  4.86  -0.134
F  -0.49  -0.24  5.93  -0.198
C  -0.91  3.20  -2.66  -1.700
C  0.59  3.33  -2.37  1.573
C  1.04  4.84  -2.56  -1.154
C  2.00  5.41  -1.52  -0.747
C  2.98  4.43  -0.97  -1.365
C  2.33  3.09  -0.30  1.384
N  1.03  2.83  -1.04  0.062
O  0.39  1.53  -0.59  1.767
C  1.95  3.61  1.10  -1.371
C  3.45  1.96  -0.38  -0.928
C  1.30  2.43  -3.39  -1.460
H  -1.25  2.17  -2.79  -0.301
H  -1.12  3.63  -3.64  0.534
H  -1.42  3.72  -1.85  0.485
H  0.19  5.51  -2.70  0.365
H  1.62  4.82  -3.48  0.387
H  1.60  5.88  -0.62  0.312
H  2.62  6.14  -2.04  0.394
H  3.53  5.07  -0.29  0.461
H  3.83  4.21  -1.61  0.466
H  1.27  4.46  1.02  0.112
H  2.84  3.94  1.64  0.531
H  1.44  2.86  1.70  -0.122
H  2.98  1.10  0.11  -0.575
H  4.33  2.25  0.19  0.557
H  3.80  1.56  -1.32  0.338
H  1.05  1.40  -3.12  -0.271
H  2.39  2.46  -3.35  0.397
H  1.07  2.74  -4.41  0.586
C  2.74  -3.03  -0.74  -1.560
C  1.76  -2.47  -1.73  1.776
C  1.97  -3.30  -3.09  -1.360
C  1.29  -4.65  -3.06  -0.621
C  -0.17  -4.51  -2.68  -1.254
C  -0.45  -3.78  -1.36  1.528
N  0.29  -2.45  -1.31  -0.014
O  -0.10  -1.62  -0.17  1.128
C  -0.05  -4.71  -0.15  -1.415
C  -2.00  -3.66  -1.35  -2.010
C  2.28  -1.11  -2.08  -2.005
H  2.50  -2.65  0.25  -0.059
H  3.77  -2.70  -0.82  0.544
H  2.89  -4.11  -0.68  0.391
H  3.03  -3.41  -3.33  0.358
H  1.56  -2.68  -3.88  0.444
H  1.88  -5.30  -2.41  0.354
H  1.35  -5.08  -4.06  0.488
H  -0.57  -5.52  -2.57  0.364
H  -0.75  -4.14  -3.53  0.293
H  -0.12  -4.18  0.80  -0.206
H  1.00  -4.98  -0.22  0.384
H  -0.58  -5.66  -0.10  0.530
H  -2.45  -4.60  -1.04  0.540
H  -2.48  -3.39  -2.30  0.479
H  -2.41  -2.85  -0.74  0.136
H  2.13  -0.41  -1.25  -0.056
H  1.82  -0.65  -2.96  0.430
H  3.35  -1.18  -2.26  0.611
C  -5.85  0.30  -1.31  -0.868
O  -4.58  0.53  -0.82  -0.130
C  -3.38  0.12  -1.38  0.045
O  -2.32  0.14  -0.74  1.036
O  -3.55  -0.43  -2.56  -0.496
C  -2.34  -0.78  -3.34  -0.008
H  -5.89  -0.23  -2.27  0.333
H  -6.37  1.25  -1.44  0.265
H  -6.46  -0.33  -0.65  0.257
H  -1.84  -1.71  -3.07  -0.161
H  -1.62  0.03  -3.43  -0.156
H  -2.61  -0.95  -4.38  0.392
C  -3.93  3.72  0.43  -0.647
O  -2.73  4.04  1.15  -0.473
C  -1.80  3.17  1.42  -0.036
O  -1.77  2.02  1.02  0.636
O  -0.94  3.69  2.30  -0.209
C  -1.01  5.07  2.66  -0.945
H  -4.36  2.75  0.69  0.225
H  -3.80  3.84  -0.65  0.253
H  -4.62  4.50  0.74  0.326
H  -0.68  5.60  1.77  0.293
H  -0.32  5.40  3.45  0.280
H  -1.95  5.52  2.98  0.312
O  1.04  0.16  1.80  -0.506
S  1.95  -0.46  2.78  0.836
O  1.78  -0.27  4.19  -0.691
O  1.70  -2.09  2.56  0.319
C  2.36  -2.94  3.47  -0.489
C  2.09  -4.31  3.01  -0.771
C  3.75  -0.21  2.31  -1.426
H  2.11  -2.90  4.53  0.304
H  3.42  -2.67  3.41  0.344
H  1.01  -4.43  2.99  0.041
H  2.37  -5.13  3.67  0.496
H  2.48  -4.47  2.00  0.104
H  4.00  -0.56  1.31  0.281
H  4.37  -0.67  3.08  0.570
H  3.93  0.86  2.33  0.419

***

The following is a DFT calculation (ωB97M-V/def2-TZVPD) of a structure of composition C16H10AuClN3O5S.

- molecular weight (Da) = 588.76
- relative energy (zero: lowest compared OMol25 entry of this formula, charge and spin) (kcal/mol) = 0.0
- HOMO energy (spin up / spin down) (Ha) = -0.214 / -0.323
- multiplicity = 4
- <S²> = 3.776

Each line ends with the Mulliken charge.
Atoms and positions in Å:
Au  -0.52  -1.46  1.97  0.694
O  -1.81  -5.43  -2.39  -0.694
C  -1.59  -4.33  -2.90  0.983
O  -1.72  -4.29  -4.21  -0.343
C  -1.14  -3.13  -2.23  -0.683
C  -0.95  -1.90  -2.80  0.911
Cl  -1.17  -1.56  -4.46  -0.216
N  -0.55  -1.02  -1.86  0.473
N  -0.47  -1.64  -0.64  -0.934
C  -0.82  -2.94  -0.83  -0.003
C  -0.84  -3.81  0.27  0.797
O  -1.19  -5.09  0.20  -0.583
O  -0.52  -3.43  1.47  -0.715
C  -0.17  0.35  -1.91  0.932
C  0.40  0.90  -0.77  -0.124
C  0.81  2.22  -0.75  -0.436
C  0.64  3.03  -1.86  -0.645
C  0.07  2.49  -3.00  -0.733
C  -0.34  1.16  -3.04  -0.600
H  -1.48  -5.32  -0.72  0.392
H  0.56  0.27  0.10  0.346
H  1.27  2.62  0.15  0.361
H  0.96  4.06  -1.85  0.402
H  -0.07  3.09  -3.89  0.360
H  -0.78  0.79  -3.94  0.266
O  -0.99  0.48  2.49  -0.726
N  0.03  1.25  2.90  0.518
C  -0.23  2.58  2.92  -0.333
C  0.70  3.47  3.36  -0.713
C  1.94  2.98  3.80  -0.127
C  2.18  1.63  3.76  -0.798
C  1.21  0.73  3.29  0.694
S  1.50  -0.96  3.21  -0.357
H  -1.22  2.83  2.56  0.434
H  0.47  4.52  3.37  0.417
H  2.70  3.66  4.16  0.400
H  3.13  1.22  4.08  0.385

***

The following is a DFT calculation (ωB97M-V/def2-TZVPD) of a structure of composition C16H23AsF6N10O5RuS in a non-equilibrium geometry.

- molecular weight (Da) = 757.47
- HOMO energy (spin up / spin down) (Ha) = -0.347 / -0.347

Each line ends with the Mulliken charge.
Atoms and positions in Å:
Ru  -0.14  -0.05  0.14  -0.167
N  -3.22  1.22  0.99  -0.038
C  -2.53  0.55  1.94  0.391
N  -2.99  0.30  3.14  -0.471
N  -2.00  -0.37  3.75  -0.652
N  -1.00  -0.55  2.96  -0.473
N  -1.28  0.05  1.78  0.835
C  -2.78  1.46  -0.27  0.359
N  -3.48  2.13  -1.18  -0.548
N  -2.71  2.16  -2.25  -0.517
N  -1.57  1.52  -2.04  -0.345
N  -1.60  1.08  -0.78  0.801
H  -4.15  1.54  1.24  0.243
C  1.72  1.29  2.30  -1.233
C  1.89  -0.21  2.41  -0.779
O  1.34  -0.94  1.27  1.144
C  1.31  -2.38  1.53  -0.344
C  2.70  -2.94  1.70  -1.290
H  1.90  1.73  3.28  0.429
H  0.70  1.58  2.03  0.167
H  2.40  1.73  1.58  0.293
H  1.39  -0.59  3.30  0.620
H  2.95  -0.46  2.44  0.509
H  0.83  -2.81  0.66  0.261
H  0.67  -2.54  2.40  0.378
H  3.34  -2.62  0.88  0.230
H  2.63  -4.03  1.69  0.435
H  3.16  -2.64  2.64  0.388
C  0.32  3.43  -9.39  -1.407
C  -0.03  2.33  -8.42  0.944
C  0.79  1.22  -8.27  -0.795
C  0.46  0.19  -7.41  -0.556
C  -0.71  0.29  -6.66  -0.037
C  -1.54  1.39  -6.79  -0.312
C  -1.20  2.41  -7.66  -0.650
S  -1.18  -1.04  -5.61  1.533
O  -1.21  -2.28  -6.34  -0.741
O  -2.37  -0.63  -4.91  -0.671
N  0.11  -1.13  -4.62  -0.019
C  0.31  -2.37  -3.88  -1.301
C  -0.70  -2.57  -2.74  -0.550
C  -0.48  -1.60  -1.65  1.058
O  -0.89  -1.74  -0.43  -0.517
O  0.13  -0.51  -1.80  -0.135
H  1.36  3.35  -9.71  0.349
H  0.17  4.41  -8.94  0.363
H  -0.31  3.37  -10.27  0.301
H  1.71  1.15  -8.85  0.318
H  1.10  -0.67  -7.30  0.399
H  -2.45  1.44  -6.19  0.473
H  -1.84  3.27  -7.76  0.380
H  0.21  -0.29  -4.05  0.176
H  1.33  -2.36  -3.51  0.467
H  0.19  -3.20  -4.58  0.488
H  -0.68  -3.58  -2.33  0.429
H  -1.71  -2.38  -3.12  0.355
F  1.63  0.91  -0.60  -0.688
As  3.26  0.33  -1.36  2.073
F  4.73  -0.17  -2.06  -0.467
F  2.49  0.56  -2.88  -0.448
F  2.64  -1.29  -1.32  -0.504
F  3.71  1.98  -1.29  -0.462
F  3.84  0.11  0.25  -0.472

***

Q: The lowest molecular weight belongs to which entry?
A: C16H10AuClN3O5S